# C40H37FN2PPd

A molecular structure, C40H37FN2PPd (ωB97M-V with the def2-TZVPD basis set, the OMol25 dataset).

Results
LUMO (alpha / beta), eV: 2.72 / 2.04
Maximum force, Eh/bohr: 0.016
Net charge: -1
Frontier orbital gap (alpha / beta), Ha: 0.2455 / 0.2349
Multiplicity: 3
HOMO (alpha / beta), eV: -3.96 / -4.35
Calculated total energy, eV: -60546.2646
Energy relative to the best compared isomer or geometry (same formula, charge and spin), kcal/mol: 0.0
⟨S²⟩: 2.0279

XYZ file:
```
82
C40H37FN2PPd | the OMol25 dataset | ωB97M-V with the def2-TZVPD basis set
Pd -0.30 -0.31 0.43
C 5.85 1.32 -0.73
C 4.87 0.23 -1.19
C 4.75 -0.92 -0.21
C 5.74 -1.90 -0.20
C 5.68 -2.99 0.65
C 4.58 -3.13 1.48
C 3.55 -2.20 1.48
C 2.35 -2.35 2.38
C 2.57 -1.73 3.76
C 3.65 -1.07 0.65
N 2.56 -0.19 0.64
C 2.72 1.07 0.85
C 1.72 2.06 0.66
C 1.89 3.44 0.78
C 0.68 4.01 0.36
C -0.15 2.93 0.02
N 0.47 1.76 0.19
H 5.86 2.15 -1.43
H 6.86 0.92 -0.66
H 5.58 1.70 0.25
H 5.23 -0.18 -2.14
H 3.89 0.67 -1.38
H 6.57 -1.80 -0.89
H 6.46 -3.74 0.64
H 4.49 -3.99 2.14
H 2.12 -3.41 2.48
H 1.50 -1.87 1.90
H 3.51 -2.08 4.20
H 1.76 -1.99 4.45
H 2.62 -0.64 3.69
H 3.69 1.46 1.19
H 2.78 3.94 1.12
H 0.42 5.06 0.31
H -1.18 2.96 -0.33
C -7.47 1.61 1.67
C -7.26 0.45 0.93
C -5.97 0.08 0.56
C -4.87 0.85 0.93
C -5.10 2.01 1.67
C -6.38 2.39 2.04
P -3.09 0.48 0.57
C -3.30 -0.57 -0.93
C -3.06 0.04 -2.16
C -3.23 -0.66 -3.34
C -3.63 -1.99 -3.32
C -3.87 -2.61 -2.10
C -3.71 -1.90 -0.91
C -2.67 -0.63 1.95
C -3.57 -1.17 2.87
C -3.10 -1.73 4.05
C -1.74 -1.70 4.33
C -0.84 -1.18 3.41
C -1.27 -0.67 2.19
H -8.47 1.90 1.97
H -8.10 -0.16 0.64
H -5.83 -0.82 -0.02
H -4.25 2.62 1.96
H -6.53 3.30 2.62
H -2.72 1.07 -2.18
H -3.02 -0.17 -4.29
H -3.76 -2.54 -4.24
H -4.18 -3.65 -2.07
H -3.88 -2.40 0.04
H -4.64 -1.14 2.67
H -3.80 -2.15 4.76
H -1.38 -2.08 5.28
H 0.21 -1.15 3.67
F 0.42 -6.89 0.32
C 0.42 -5.60 -0.08
C 1.56 -5.09 -0.69
C 1.56 -3.76 -1.09
C 0.44 -2.93 -0.90
C 0.51 -1.56 -1.30
C -0.69 -3.50 -0.29
C -0.70 -4.82 0.13
H 2.42 -5.72 -0.83
H 2.45 -3.35 -1.54
H -0.38 -0.94 -1.48
H 1.43 -1.23 -1.77
H -1.57 -2.88 -0.12
H -1.57 -5.25 0.62
```

Here are the Mulliken charges for atoms 1 to 2, given in e:
1. Pd -0.41
2. C -1.28

# C40H37N10OPPdS

A molecular structure, C40H37N10OPPdS in a non-equilibrium geometry (ωB97M-V with the def2-TZVPD basis set, the OMol25 dataset).

Results
LUMO, eV: 0.04
Maximum force, Eh/bohr: 0.021
Frontier orbital gap, Ha: 0.2184
HOMO, eV: -5.90
Calculated total energy, eV: -82633.3589
Energy relative to the best compared isomer or geometry (same formula, charge and spin), kcal/mol: 0.9

XYZ file:
```
91
C40H37N10OPPdS | the OMol25 dataset | ωB97M-V with the def2-TZVPD basis set
Pd -1.14 -1.81 -0.17
C 4.23 -1.09 -2.03
N 3.22 -1.83 -1.29
C 2.00 -1.44 -0.91
N 1.37 -2.43 -0.31
C 2.27 -3.44 -0.38
N 3.41 -3.12 -0.96
C 4.50 0.30 -1.49
C 5.25 1.16 -2.29
C 5.55 2.45 -1.86
C 5.07 2.90 -0.64
C 4.31 2.05 0.15
C 4.05 0.74 -0.26
C 3.73 2.56 1.39
N 3.85 3.73 1.91
N 3.00 3.76 3.02
C 2.45 2.60 3.07
O 2.87 1.77 2.08
C 1.47 2.11 4.05
C 0.92 3.02 4.96
C 0.03 2.57 5.91
C -0.30 1.23 5.98
C 0.24 0.32 5.09
C -0.08 -1.15 5.20
N -0.76 -1.70 4.05
C -0.26 -2.32 2.98
N -1.22 -2.63 2.14
C -2.33 -2.17 2.76
N -2.11 -1.59 3.92
C 1.12 0.77 4.11
H 3.93 -1.02 -3.07
H 5.13 -1.70 -1.98
H 1.60 -0.45 -1.09
H 2.09 -4.42 0.02
H 5.61 0.82 -3.25
H 6.13 3.10 -2.49
H 5.26 3.91 -0.31
H 3.48 0.10 0.39
H 1.21 4.06 4.90
H -0.41 3.27 6.61
H -1.00 0.88 6.73
H -0.71 -1.33 6.07
H 0.84 -1.73 5.33
H 0.80 -2.51 2.84
H -3.31 -2.25 2.33
H 1.55 0.07 3.40
C 0.06 4.78 0.30
C -1.29 4.47 0.37
C -1.73 3.20 0.03
C -0.84 2.21 -0.37
C 0.52 2.54 -0.41
C 0.97 3.81 -0.10
P -1.34 0.47 -0.74
C -0.74 0.32 -2.48
C -0.32 1.33 -3.34
C 0.18 1.01 -4.60
C 0.25 -0.31 -5.01
C -0.18 -1.32 -4.16
C -0.66 -1.01 -2.90
C -3.15 0.71 -0.98
C -3.96 0.56 0.14
C -5.34 0.67 0.03
C -5.92 0.92 -1.20
C -5.12 1.06 -2.32
C -3.74 0.96 -2.21
H 0.41 5.78 0.56
H -2.00 5.22 0.68
H -2.79 2.99 0.06
H 1.25 1.79 -0.71
H 2.02 4.05 -0.17
H -0.37 2.37 -3.02
H 0.51 1.81 -5.26
H 0.64 -0.55 -5.99
H -0.11 -2.36 -4.47
H -0.97 -1.76 -2.15
H -3.52 0.33 1.10
H -5.96 0.56 0.91
H -7.00 1.00 -1.29
H -5.56 1.25 -3.29
H -3.12 1.07 -3.09
C -2.55 -6.67 -1.70
N -2.69 -5.41 -1.01
C -2.94 -4.23 -1.62
N -2.81 -4.20 -2.96
S -3.39 -2.86 -0.76
H -2.56 -7.47 -0.97
H -1.60 -6.74 -2.25
H -3.38 -6.84 -2.40
H -2.88 -5.41 -0.03
H -2.32 -4.92 -3.46
H -2.88 -3.29 -3.39
```

Here are the Mulliken charges for atoms 1 to 2, given in e:
1. Pd -1.01
2. C -1.04

# C40H38BF3N2O3S

2 unconnected molecules or ions with the total composition C40H38BF3N2O3S in a non-equilibrium geometry (ωB97M-V with the def2-TZVPD basis set, the OMol25 dataset).

Results
LUMO, eV: -2.40
Maximum force, Eh/bohr: 0.047
Frontier orbital gap, Ha: 0.1576
HOMO, eV: -6.69
Calculated total energy, eV: -70884.6319
Energy relative to the best compared isomer or geometry (same formula, charge and spin), kcal/mol: 0.0

XYZ file:
```
88
C40H38BF3N2O3S | the OMol25 dataset | ωB97M-V with the def2-TZVPD basis set
C 2.31 6.22 -1.09
N 2.09 4.78 -1.10
C 3.14 3.91 -1.25
O 4.32 4.23 -1.36
C 2.56 2.50 -1.25
C 3.25 1.50 -0.31
C 4.74 1.34 -0.54
C 5.62 1.51 0.53
C 6.99 1.34 0.33
C 7.47 0.95 -0.92
C 6.58 0.78 -1.99
C 5.21 0.98 -1.80
N 1.16 2.73 -0.87
C 0.34 1.67 -0.71
C -1.01 1.78 -0.41
C -1.92 0.74 -0.25
C -3.34 1.01 -0.29
C -4.31 -0.02 -0.48
C -5.64 0.26 -0.76
C -6.11 1.59 -0.71
C -5.20 2.61 -0.43
C -3.85 2.33 -0.22
C 0.79 4.17 -0.85
C 0.23 4.67 0.50
C -0.21 4.58 -1.94
H 3.37 6.39 -1.28
H 1.72 6.73 -1.86
H 2.04 6.66 -0.12
H 2.62 2.10 -2.28
H 3.06 1.76 0.73
H 2.79 0.51 -0.48
H 5.22 1.78 1.51
H 7.68 1.53 1.16
H 8.54 0.77 -1.06
H 6.95 0.51 -2.98
H 4.49 0.86 -2.61
H 0.78 0.67 -0.83
H -1.37 2.80 -0.33
H -1.56 -0.29 -0.16
H -3.96 -1.04 -0.44
H -6.33 -0.54 -1.01
H -7.16 1.82 -0.89
H -5.53 3.65 -0.37
H -3.18 3.16 -0.01
H 0.92 4.48 1.32
H 0.06 5.75 0.42
H -0.74 4.22 0.75
H 0.27 4.56 -2.92
H -1.08 3.92 -1.96
H -0.57 5.60 -1.74
C -2.39 -7.48 3.52
C -1.85 -6.45 2.60
C -0.73 -6.56 1.79
C -0.47 -5.39 1.00
C -1.37 -4.38 1.26
B -1.46 -2.97 0.43
C -0.33 -2.00 1.15
C -0.67 -1.29 2.29
C 0.32 -0.56 2.98
C 1.63 -0.60 2.51
C 2.68 0.16 3.27
F 3.94 -0.28 3.00
F 2.66 1.51 2.95
F 2.50 0.08 4.62
C 1.97 -1.32 1.37
C 0.96 -1.99 0.67
O -1.19 -3.31 -0.98
C -2.40 -3.56 -1.53
C -3.44 -3.27 -0.60
C -4.78 -3.26 -0.98
C -5.07 -3.39 -2.34
C -4.04 -3.63 -3.26
C -2.71 -3.75 -2.87
O -2.92 -2.69 0.52
S -2.58 -4.89 2.40
H -1.82 -8.41 3.37
H -2.28 -7.15 4.56
H -3.45 -7.67 3.31
H -0.13 -7.47 1.77
H 0.37 -5.34 0.31
H -1.69 -1.31 2.67
H 0.05 0.02 3.86
H 3.00 -1.35 1.02
H 1.23 -2.52 -0.25
H -5.54 -3.07 -0.23
H -6.10 -3.31 -2.68
H -4.29 -3.72 -4.32
H -1.90 -3.96 -3.56
```

Here are the Mulliken charges for atoms 1 to 2, given in e:
1. C -1.00
2. N 0.28